63
Properties=species:S:1:pos:R:3:mulliken_charge:R:1 method="wB97M-V/def2-TZVPD" homo_energy_ev=-9.2 charge=0 spin_multiplicity=1 e_above_lowest_kj_mol=606.3
C 1.93448 -2.83934 1.88283 -1.3036
C 0.40968 -2.66033 1.56361 -0.3992
N 0.00608 -1.37255 1.16082 0.5344
C -1.36653 -1.30006 0.74567 -0.1153
C 0.85351 -0.77215 0.11228 0.4107
C 0.49029 0.69540 -0.19809 0.8542
N 1.54245 1.68187 0.00515 0.0158
C 2.69789 1.50999 -0.83397 -1.1978
H 2.54364 -2.70030 0.96800 0.2369
H 2.24026 -2.21868 2.68882 0.2968
H 2.12118 -3.82141 2.07433 0.5325
H 0.10257 -3.53863 0.86309 0.3855
H 0.01200 -3.01195 2.48641 0.4047
H -1.66804 -2.20178 0.13942 0.2462
H -1.98138 -1.15751 1.66872 0.1561
H -1.52962 -0.42268 0.00490 -0.6042
H 0.99897 -1.37198 -0.84073 -1.4363
H 1.87120 -0.73827 0.64953 0.7295
H 0.19482 0.58096 -1.43876 -0.6925
H -0.50795 1.14368 0.31077 0.1125
H 1.21611 2.54769 -0.41180 0.2518
H 3.13031 0.57411 -0.97027 0.4918
H 3.45818 2.13393 -0.48274 0.4510
H 2.63538 1.93755 -1.93424 0.2418
H 0.66504 -0.29979 2.67770 0.1027
H 0.74199 -0.42020 4.24297 0.3032
O 0.63097 0.18529 3.52560 -0.7442
H -2.12007 -0.14917 -1.88012 0.0963
H -3.58897 0.33110 -2.19535 0.3682
O -2.74320 0.61903 -1.77043 -0.5550
H -1.01986 0.96417 -4.45063 0.3251
H -0.71889 1.28600 -3.06929 0.2329
O -0.24844 1.10082 -3.89464 -0.5789
H 1.72659 -2.12105 -2.57288 0.4107
H 1.59002 -2.96808 -1.40802 0.3763
O 1.25621 -2.82086 -2.24998 -0.7775
H 4.09187 0.51850 2.67675 0.3062
H 2.68969 0.13857 3.21219 0.3309
O 3.57456 -0.16141 3.13525 -0.6234
H -1.34924 3.95767 -0.06302 0.3153
H -1.05136 2.98368 -1.32664 0.3184
O -0.72556 3.75351 -0.81733 -0.6423
H -0.14059 -2.03968 -2.54271 0.4758
H -1.03236 -2.30441 -3.82023 0.2745
O -1.04209 -1.81044 -2.96594 -0.6166
H 1.62124 -0.17695 -3.58377 0.2610
H 3.13129 -0.01936 -2.97680 0.2800
O 2.29593 -0.37233 -2.94388 -0.6287
H -4.30895 0.55482 0.54940 0.4119
H -3.65896 -0.64512 -0.40270 0.1654
O -4.05519 -0.36218 0.51650 -0.6698
H 2.45997 4.15661 1.35715 0.3026
H 2.63527 2.51339 1.67393 0.3320
O 2.69905 3.43916 2.00296 -0.6722
H -2.91138 2.49503 0.61516 0.1834
H -3.82537 2.20171 1.70713 0.2806
O -3.75596 2.14783 0.85641 -0.5743
H -1.43296 1.86627 3.97386 0.3100
H -0.72611 2.92193 3.11447 0.3086
O -1.57485 2.74019 3.56210 -0.6266
H -3.97280 -2.82659 -1.01105 0.3321
H -3.12218 -1.84652 -1.89228 0.3686
O -4.08982 -2.20865 -1.77563 -0.6669

---

103
Properties=species:S:1:pos:R:3:mulliken_charge:R:1 method="wB97M-V/def2-TZVPD" s2=2.035 homo_energy_ev="-9.9 / -9.9" charge=+1 spin_multiplicity=3 e_above_lowest_kj_mol=47.4
Re 0.29936 0.94148 -0.64558 2.1494
C -2.28546 5.32812 -1.90426 -1.0329
C -3.39403 5.49293 -0.90132 1.6380
C -3.73444 6.82985 -0.53791 -0.8431
C -4.68449 6.99624 0.47074 -0.6575
C -5.23574 5.87139 1.10220 -0.5165
C -4.89778 4.58539 0.75981 -0.6423
C -3.94196 4.38529 -0.22954 -0.6595
N -3.49730 3.06477 -0.52929 0.5773
C -2.23211 2.66155 -0.31358 -0.2245
N -1.50854 3.28286 0.58129 0.3603
C -0.11720 3.68819 0.40784 -0.6366
C 0.82057 2.87084 -0.18035 0.4400
C 2.13489 3.38579 -0.44691 -0.9771
C 2.40716 4.66755 0.00210 -0.9292
C 1.49777 5.42893 0.63043 -0.7660
C 0.20665 4.97396 0.88035 1.4385
C -0.80460 5.80129 1.65211 -1.3499
N -1.70707 1.60557 -0.90742 -0.0357
C -2.29379 1.23552 -2.19709 -0.7210
C -1.97779 1.98161 -3.29286 0.2799
C -2.50472 1.76587 -4.54268 -1.5827
C -3.51554 0.81635 -4.58325 -0.6711
C -4.00724 0.16333 -3.46179 -0.7607
C -3.44480 0.31214 -2.24564 0.4182
C -4.06179 -0.32701 -1.06054 -1.3650
H -2.28994 6.29837 -2.50473 0.5174
H -2.30198 4.48017 -2.52259 -0.0604
H -1.28609 5.31878 -1.40373 0.1321
H -3.21976 7.54292 -1.13513 0.4843
H -5.00536 7.96539 0.79632 0.4289
H -5.97394 6.08055 1.86563 0.4092
H -5.38962 3.74947 1.32724 0.4093
H -3.99049 2.43815 -1.16661 0.2421
H -2.07285 3.95671 1.06992 0.3706
H 2.92685 2.96016 -0.97247 0.7293
H 3.46972 5.02101 -0.01605 0.3007
H 1.68125 6.43714 0.92664 0.4600
H -0.36834 6.77659 1.98434 0.3781
H -1.23494 5.33235 2.52359 0.4018
H -1.74970 6.08553 1.15736 0.1492
H -1.27062 2.71593 -3.05659 1.1612
H -2.45752 2.42586 -5.38572 0.4461
H -3.91741 0.67491 -5.55176 0.4603
H -4.85151 -0.52016 -3.63762 0.4769
H -3.92706 -1.40842 -1.01693 0.5093
H -5.14453 -0.10102 -0.89214 0.3626
H -3.64562 0.13127 -0.16601 0.0692
I -0.19103 -1.98118 -1.16146 -0.0102
C -0.60866 -2.77661 0.72869 -0.1646
C -1.74727 -2.18568 1.33629 -0.1875
C -2.27326 -2.80636 2.45222 -0.9309
C -1.69926 -3.89208 3.00062 -0.8959
C -0.58725 -4.47045 2.40832 0.8956
C -0.10390 -5.74738 2.93256 -1.1044
C 0.89061 -6.39169 2.27902 -0.8776
C 1.68486 -5.73100 1.26161 -0.2878
C 1.29082 -4.47457 0.83834 0.6800
P 2.59712 -3.36373 0.06199 0.9466
C 4.21884 -4.09990 0.58852 0.2804
C 4.83068 -5.13347 -0.17935 -0.2922
C 5.89500 -5.79966 0.35160 -0.5956
C 6.39600 -5.44985 1.59046 -0.5870
C 5.97454 -4.30240 2.28864 -0.5124
C 4.84150 -3.56781 1.77611 -0.4674
C 2.58263 -3.93689 -1.70910 0.5835
C 3.30583 -3.15143 -2.61622 -0.8442
C 3.45480 -3.56497 -3.96512 -0.6619
C 2.82255 -4.70100 -4.49251 -0.5532
C 2.10596 -5.45922 -3.59007 -0.7202
C 2.00360 -5.07087 -2.24322 -0.0869
C 0.04944 -3.91198 1.28571 -0.0299
H -2.31289 -1.35832 0.90157 0.4955
H -3.26581 -2.43212 2.85426 0.3339
H -2.20533 -4.32561 3.79877 0.5316
H -0.56278 -6.21112 3.78369 0.4628
H 1.24157 -7.38865 2.62827 0.3298
H 2.53568 -6.25916 0.92676 0.5824
H 4.46444 -5.54769 -1.10209 0.3724
H 6.35068 -6.62204 -0.21346 0.3849
H 7.15571 -6.00384 2.06105 0.4281
H 6.56735 -4.05445 3.19902 0.3463
H 4.44485 -2.61992 2.23693 0.1848
H 3.82082 -2.25390 -2.36222 0.5299
H 4.07467 -2.96462 -4.60166 0.4318
H 2.87479 -4.92481 -5.54194 0.4272
H 1.55435 -6.35977 -3.91829 0.3714
H 1.21628 -5.56912 -1.62583 0.1802
Br -2.21610 0.99258 2.83547 -0.0391
C -0.38590 0.42534 2.93840 -0.2673
C 0.06614 0.20272 4.20912 -0.8530
C 1.44112 -0.09130 4.41123 -0.6140
C 2.25570 -0.10213 3.33899 -1.0798
C 1.71252 0.23375 2.07869 0.8529
N 0.43214 0.42315 1.85705 0.5353
C 2.73330 0.19132 0.95481 0.2232
O 3.91447 -0.14407 1.13324 -0.7059
O 2.13608 0.43050 -0.21026 -0.4288
H -0.50295 0.27865 5.12556 0.5196
H 1.72924 -0.26540 5.44078 0.4790
H 3.32022 -0.32567 3.30803 0.5621
S 1.33211 1.28476 -3.92075 -0.2690
C 0.84285 1.15962 -2.47871 0.3471

---

16
Properties=species:S:1:pos:R:3:mulliken_charge:R:1 method="wB97M-V/def2-TZVPD" smiles="[H]/N=C/CCCC=O" homo_energy_ev=-10.0 charge=0 spin_multiplicity=1 e_above_lowest_kj_mol=153.2
N 2.51466 0.65733 0.05725 -0.6358
C 1.41717 0.34925 -0.49922 -0.0658
C 0.84474 -1.03826 -0.40549 -0.5733
C -0.49948 -1.13226 0.34346 -0.5379
C -1.50494 -0.03173 -0.01104 -0.5727
C -1.15874 1.32094 0.58314 -0.0458
O -0.55108 1.46478 1.61644 -0.4632
H 2.73042 1.63996 -0.11823 0.2566
H 0.71798 -1.42174 -1.42807 0.3037
H 1.58979 -1.66448 0.09443 0.2750
H -0.32088 -1.09252 1.42271 0.3029
H -0.94913 -2.10828 0.12501 0.3455
H -1.65089 0.06759 -1.09586 0.2897
H -2.49257 -0.28242 0.40542 0.3432
H -1.51569 2.20554 0.00705 0.3553
H 0.82864 1.06632 -1.09701 0.4226

---

70
Properties=species:S:1:pos:R:3:mulliken_charge:R:1 method="wB97M-V/def2-TZVPD" smiles="O=C1OC[C@@H](F)O1.O=C1OCCO1.O=C1OCCO1.O=C1OCCO1.O=C1OCCO1.O=C1OCCO1.O=C1OCCO1" homo_energy_ev=-10.6 charge=0 spin_multiplicity=1 e_above_lowest_kj_mol=0.0
C -9.35972 -10.04584 3.22781 -0.4703
C -10.84794 -10.09230 3.85256 0.1895
O -10.80977 -11.24273 4.65368 -0.1672
C -9.85821 -12.05487 4.20218 0.5571
O -9.67153 -13.24976 4.39231 -0.4919
O -9.06175 -11.41659 3.27555 -0.3478
F -11.75288 -10.01589 2.84338 -0.2521
H -8.71562 -9.40833 3.83346 0.2992
H -9.44424 -9.62702 2.22505 0.3227
H -11.12446 -9.23372 4.46449 0.3818
C -19.15527 -8.81834 5.96854 0.0084
C -19.29457 -9.92252 6.95956 -0.2894
O -18.44284 -9.61820 8.01446 -0.3428
C -17.71604 -8.58062 7.69221 0.7436
O -16.84019 -8.00185 8.41053 -0.6131
O -18.01638 -8.17413 6.42195 -0.2628
H -20.02038 -8.15543 5.98443 0.3033
H -18.88115 -9.15430 4.96850 -0.0666
H -18.89563 -10.86540 6.58547 0.2768
H -20.27726 -9.83746 7.42343 0.2843
C -14.86506 -6.42969 3.06696 0.1283
C -13.48631 -6.43982 3.72935 0.0090
O -13.74484 -6.26458 5.13523 -0.3523
C -15.03975 -5.76304 5.29325 0.6496
O -15.51393 -5.40194 6.33581 -0.4925
O -15.70682 -5.74880 4.09517 -0.3594
H -15.16197 -7.44760 2.81437 -0.1255
H -14.71377 -5.81013 2.18301 0.3391
H -12.85361 -5.66098 3.30368 0.3635
H -12.97752 -7.38014 3.51713 -0.1409
C -13.56792 -11.61230 0.74377 0.7575
C -12.86254 -11.81657 -0.53232 -0.2935
O -12.14377 -12.97153 -0.29795 -0.3558
C -12.33400 -13.45320 0.96174 0.5818
O -11.82182 -14.45445 1.43615 -0.5525
O -13.12369 -12.64749 1.66688 -0.2351
H -14.65158 -11.63486 0.62864 -0.3220
H -13.33658 -10.60650 1.09442 -0.1047
H -12.11491 -11.02964 -0.63174 0.2581
H -13.59714 -11.91304 -1.33179 0.3115
C -12.76655 -13.14056 7.35889 -0.2806
C -12.09865 -14.27967 8.13194 -0.3533
O -12.13087 -15.36345 7.15710 -0.3692
C -12.51607 -14.90549 5.97387 0.5710
O -12.72264 -15.55701 4.98862 -0.5354
O -12.82440 -13.60985 6.05120 -0.1549
H -12.19905 -12.22129 7.50368 0.3166
H -13.68947 -12.85883 7.86579 0.2662
H -12.60289 -14.61845 9.03696 0.2976
H -11.07855 -13.99989 8.39506 0.2317
C -15.11185 -11.05315 5.50474 -0.3577
C -14.08713 -10.63836 4.39191 0.0815
O -14.93325 -10.17218 3.37535 -0.0733
C -16.16857 -10.00145 3.82971 0.3247
O -17.11247 -9.65858 3.11340 -0.6424
O -16.19408 -10.29870 5.08858 -0.2986
H -14.79790 -10.66891 6.47524 0.3977
H -15.33585 -12.11886 5.55174 0.2129
H -13.44661 -11.50980 4.25607 0.1977
H -13.56162 -9.80023 4.84959 0.0346
C -17.15759 -9.47326 -0.08252 0.0466
C -17.77306 -10.81753 0.32671 -0.1602
O -18.71740 -11.02085 -0.73185 -0.3980
C -19.03886 -9.75099 -1.27150 0.5554
O -19.92881 -9.50376 -2.07654 -0.5455
O -18.19096 -8.83325 -0.80403 -0.3694
H -16.31536 -9.53143 -0.77199 0.2846
H -17.02505 -8.84912 0.80121 0.0713
H -18.37129 -10.74086 1.23465 0.2319
H -16.99492 -11.57632 0.40939 0.2894